No. 1
This record from the OMol25 dataset describes C3H2O in the gas phase in a non-equilibrium geometry. The level of theory is ωB97M-V with the def2-TZVPD basis set.

Cartesian coordinates (Å):
C  -1.4134  0.6084  -0.2873
C  -0.3468  0.1864  0.1228
C  1.0555  -0.3692  0.2435
O  1.9388  0.0070  0.9256
H  -2.4817  0.7739  -0.5044
H  1.2477  -1.2066  -0.5002

Calculated values
2S+1: 1
Electronic energy, a.u.: -190.65298
Net charge: 0
Energy relative to the best compared isomer or geometry (same formula, charge and spin), kJ/mol: 25.0
HOMO energy, eV: -10.7
Frontier orbital gap, eV: 10.786
SMILES string: C#CC=O

These are the natural (NBO) partial charges, in e, on atoms 1 to 4:
1. C -0.164
2. C -0.145
3. C 0.389
4. O -0.464



No. 2
This record from the OMol25 dataset describes C21H18N2O2 in the gas phase. The level of theory is ωB97M-V with the def2-TZVPD basis set.

Cartesian coordinates (Å):
O  0.2912  -2.7009  -1.3673
C  1.1733  -2.0193  -1.8371
C  0.9089  -0.6602  -2.4748
C  -0.5075  -0.5951  -3.0584
C  -1.1067  0.7907  -2.9343
O  -1.3553  1.4579  -3.9151
C  -1.3562  1.2980  -1.5643
C  -1.6340  2.6590  -1.4171
C  -1.8855  3.2015  -0.1759
C  -1.8696  2.3976  0.9639
C  -2.1387  2.9696  2.2900
C  -3.1506  3.9117  2.4632
C  -3.4057  4.4473  3.7117
C  -2.6498  4.0576  4.8048
C  -1.6393  3.1244  4.6431
C  -1.3877  2.5809  3.3973
C  -1.5976  1.0375  0.8162
C  -1.3457  0.4902  -0.4255
N  2.4956  -2.3513  -1.8235
C  3.1006  -3.4959  -1.2993
C  2.4020  -4.5389  -0.6956
C  3.1197  -5.6230  -0.2196
C  4.4989  -5.6314  -0.3595
N  5.1677  -4.6436  -0.9317
C  4.4908  -3.6108  -1.3866
H  1.6503  -0.4401  -3.2435
H  1.0190  0.0844  -1.6796
H  -0.4930  -0.8702  -4.1140
H  -1.1370  -1.3126  -2.5266
H  -1.6425  3.2767  -2.3031
H  -2.0790  4.2597  -0.0797
H  -3.7544  4.2063  1.6173
H  -4.1982  5.1712  3.8333
H  -2.8479  4.4790  5.7791
H  -1.0445  2.8196  5.4918
H  -0.5876  1.8653  3.2743
H  -1.6077  0.3977  1.6865
H  -1.1582  -0.5699  -0.4980
H  3.1426  -1.6934  -2.2374
H  1.3292  -4.4951  -0.6066
H  2.6099  -6.4482  0.2523
H  5.0993  -6.4569  -0.0032
H  5.0813  -2.8271  -1.8477

Calculated values
2S+1: 1
Electronic energy, a.u.: -1071.06725
Net charge: 0
Energy relative to the best compared isomer or geometry (same formula, charge and spin), kJ/mol: 1.3
HOMO energy, eV: -8.8
Frontier orbital gap, eV: 8.882
SMILES string: O=C(CCC(=O)c1ccc(-c2ccccc2)cc1)Nc1cccnc1

These are the natural (NBO) partial charges, in e, on atoms 1 to 4:
1. O -0.614
2. C 0.695
3. C -0.497
4. C -0.513



No. 3
This record from the OMol25 dataset describes a molecular structure, C16H10BrF5In in a non-equilibrium geometry. The level of theory is ωB97M-V with the def2-TZVPD basis set.

Cartesian coordinates (Å):
C  -0.0480  -1.9618  -1.5396
C  0.9360  -1.5987  -2.5048
C  2.2145  -1.6798  -1.8818
H  0.7480  -1.3379  -3.5414
C  2.0223  -2.1263  -0.5363
C  0.6227  -2.3039  -0.3306
H  0.1628  -2.6821  0.5790
H  -1.1214  -2.0110  -1.7083
H  3.1799  -1.4788  -2.3475
H  2.8043  -2.3075  0.2009
In  -1.6818  0.6829  0.2868
Br  -3.0891  0.8820  -1.8031
C  -2.2604  0.4692  2.6486
C  -1.6083  -0.7928  2.4281
C  -2.3696  -1.5271  1.4733
H  -0.7692  -1.1840  3.0070
C  -3.5149  -0.7446  1.1197
C  -3.4449  0.5146  1.8189
H  -4.2345  1.2675  1.8744
H  -2.0513  1.1508  3.4708
H  -2.2025  -2.5667  1.2018
H  -4.3863  -1.1050  0.5745
F  -0.5358  2.8472  -1.8056
C  0.5061  2.3365  -1.1023
C  0.2942  1.5281  0.0033
C  1.3895  1.2064  0.7910
F  1.2409  0.4331  1.9122
C  2.6807  1.6164  0.4486
F  3.7353  1.2861  1.2203
C  2.8867  2.3556  -0.7187
F  4.1156  2.8127  -1.0312
C  1.7977  2.6802  -1.5224
F  1.9807  3.3386  -2.6854

Calculated values
2S+1: 1
Electronic energy, a.u.: -3879.14061
Net charge: -1
Energy relative to the best compared isomer or geometry (same formula, charge and spin), kJ/mol: 0.0
HOMO energy, eV: -3.1
Frontier orbital gap, eV: 5.374

These are the Mulliken partial charges, in e, on atoms 1 to 4:
1. C -0.456
2. C -0.943
3. C -0.381
4. H 0.399



No. 4
This record from the OMol25 dataset describes 5 unconnected molecules or ions with the total composition C10H24BrFN8O7. The level of theory is ωB97M-V with the def2-TZVPD basis set.

Cartesian coordinates (Å):
C  5.6328  -0.0829  -0.3928
C  4.6550  1.0915  -0.2202
C  3.3082  0.8035  -0.8896
Br  2.4006  2.4371  -1.3958
C  2.4347  -0.0746  -0.0178
O  1.4612  0.5823  0.8401
C  0.7106  -0.4232  1.3238
O  0.0196  -0.3957  2.2854
O  0.8591  -1.5480  0.5408
C  1.5246  -1.1217  -0.6153
F  0.5638  -0.5280  -1.4126
H  6.2602  0.0636  -1.2726
H  5.1026  -1.0317  -0.5275
H  6.2692  -0.2035  0.4835
H  4.4916  1.2909  0.8417
H  5.0710  1.9867  -0.6798
H  3.4929  0.2501  -1.8136
H  3.0738  -0.6218  0.6890
H  1.9439  -1.9203  -1.2197
N  -2.5145  -1.8263  -1.5051
C  -3.0731  -2.2859  -0.3460
N  -2.2296  -2.3506  0.7173
O  -4.2612  -2.5853  -0.2763
H  -1.5560  -1.5354  -1.5768
H  -3.1075  -1.7645  -2.3123
H  -2.6043  -2.6695  1.5900
H  -1.2611  -2.0930  0.6692
N  -6.0539  -0.6042  -2.0264
C  -5.6775  0.7067  -1.9003
N  -4.7151  0.9107  -0.9512
O  -6.1487  1.6057  -2.5744
H  -5.6660  -1.3465  -1.4631
H  -6.7608  -0.8129  -2.7055
H  -4.3761  1.8404  -0.7976
H  -4.3549  0.1463  -0.4093
N  -0.4633  -3.5093  3.3151
C  0.4731  -4.3245  2.7388
N  0.2506  -5.6660  2.8897
O  1.4355  -3.8895  2.1315
H  -1.2518  -3.8607  3.8245
H  -0.3343  -2.5136  3.2304
H  0.9172  -6.2901  2.4763
H  -0.5372  -6.0446  3.3794
N  -0.2634  5.7536  0.0539
C  0.7001  5.8917  -0.9044
N  1.3102  7.1142  -0.9560
O  0.9958  4.9845  -1.6624
H  -0.5243  6.4847  0.6872
H  -0.7237  4.8646  0.1133
H  2.0198  7.2416  -1.6526
H  1.0807  7.8734  -0.3441

Calculated values
2S+1: 1
Electronic energy, a.u.: -4034.23980
Net charge: 0
HOMO energy, eV: -9.4
Frontier orbital gap, eV: 9.806
SMILES string: CC[C@H](Br)[C@H]1OC(=O)O[C@H]1F.NC(N)=O.NC(N)=O.NC(N)=O.NC(N)=O

These are the natural (NBO) partial charges, in e, on atoms 1 to 4:
1. C -0.615
2. C -0.421
3. C -0.287
4. Br 0.086



No. 5
This record from the OMol25 dataset describes 3 unconnected molecules or ions with the total composition C28H20BBrO5P. The level of theory is ωB97M-V with the def2-TZVPD basis set.

Cartesian coordinates (Å):
B  -0.7785  3.5633  1.7666
P  -2.4445  3.7475  2.7088
O  -3.2705  2.5029  1.9767
Br  -3.4675  5.5382  1.6669
H  -1.0005  3.4976  0.5614
H  -0.0069  4.4691  2.0350
H  -0.3817  2.4807  2.1889
H  -2.9101  2.4140  1.0824
C  -2.7089  -4.9131  -0.9118
C  -2.4952  -5.9610  -0.0220
C  -2.3652  -5.7058  1.3313
C  -2.4451  -4.4005  1.8026
C  -2.6575  -3.3506  0.9105
C  -2.7906  -3.6125  -0.4472
C  -2.7427  -1.9301  1.3835
O  -2.9571  -1.0361  0.5975
C  -2.5536  -1.6777  2.8401
C  -2.5772  -0.3691  3.3067
C  -2.4022  -0.1198  4.6579
C  -2.2109  -1.1702  5.5472
C  -2.1870  -2.4763  5.0886
C  -2.3541  -2.7374  3.7346
C  -2.3061  -4.1494  3.2697
O  -2.1544  -5.0742  4.0427
H  -2.8111  -5.1139  -1.9708
H  -2.4296  -6.9779  -0.3878
H  -2.2012  -6.5062  2.0401
H  -2.9547  -2.7828  -1.1218
H  -2.7227  0.4605  2.6259
H  -2.4121  0.9048  5.0079
H  -2.0754  -0.9680  6.6023
H  -2.0351  -3.3060  5.7658
C  1.7572  5.0008  -4.4568
C  2.9173  4.8130  -5.2019
C  3.7280  3.7175  -4.9642
C  3.3828  2.8021  -3.9765
C  2.2162  2.9906  -3.2344
C  1.4049  4.0918  -3.4750
C  1.8140  2.0264  -2.1658
O  0.7783  2.1523  -1.5607
C  2.7468  0.8960  -1.8723
C  2.4317  0.0311  -0.8320
C  3.2718  -1.0305  -0.5466
C  4.4249  -1.2340  -1.2989
C  4.7429  -0.3723  -2.3334
C  3.9067  0.7000  -2.6226
C  4.2743  1.6297  -3.7309
O  5.2683  1.4449  -4.4033
H  1.1281  5.8622  -4.6409
H  3.1902  5.5283  -5.9675
H  4.6345  3.5566  -5.5321
H  0.5126  4.2214  -2.8762
H  1.5324  0.2132  -0.2576
H  3.0301  -1.7019  0.2674
H  5.0784  -2.0670  -1.0724
H  5.6373  -0.5124  -2.9254

Calculated values
2S+1: 1
Electronic energy, a.u.: -4395.56369
Net charge: -1
Energy relative to the best compared isomer or geometry (same formula, charge and spin), kJ/mol: 3.1
HOMO energy, eV: -4.2
Frontier orbital gap, eV: 5.118

These are the natural (NBO) partial charges, in e, on atoms 1 to 4:
1. B -0.803
2. P 0.817
3. O -1.016
4. Br -0.416



No. 6
This record from the OMol25 dataset describes 2 unconnected molecules or ions with the total composition C3H6Cl2O5P in a non-equilibrium geometry. The level of theory is ωB97M-V with the def2-TZVPD basis set.

Cartesian coordinates (Å):
C  -2.9482  0.6134  0.0941
C  2.5704  -0.2534  0.3593
C  0.6196  -0.7954  -0.1616
O  0.5351  1.4765  1.4532
O  -0.2096  1.4182  -1.0767
O  0.4537  -1.9333  0.5791
O  0.5507  -0.9712  -1.4679
O  -1.7525  0.8260  0.8226
P  -0.2013  0.9046  0.3136
Cl  3.5913  -1.6690  0.5157
Cl  3.0690  0.9290  -0.7493
H  -2.5526  0.1986  -0.9046
H  -3.3467  1.5933  -0.1917
H  -3.5918  0.1498  0.7243
H  2.4761  0.1193  1.4614
H  0.5656  -2.5743  -0.0970
H  0.1712  -0.0321  -1.6743

Calculated values
2S+1: 1
Electronic energy, a.u.: -1755.94368
Net charge: -1
HOMO energy, eV: -4.3
Frontier orbital gap, eV: 7.648

These are the natural (NBO) partial charges, in e, on atoms 1 to 4:
1. C -0.236
2. C -0.441
3. C 0.303
4. O -1.136



No. 7
This record from the OMol25 dataset describes C10H17O4P in the gas phase in a non-equilibrium geometry. The level of theory is ωB97M-V with the def2-TZVPD basis set.

Cartesian coordinates (Å):
C  2.2149  -0.9005  2.5371
C  1.1448  -0.2089  2.1488
C  0.2496  0.8509  2.5844
C  -0.1172  0.0065  1.3888
C  -1.2482  -0.9525  1.3842
C  -2.5328  -0.5159  2.1550
O  -1.1985  -1.9136  0.6585
P  0.1241  0.9603  -0.5870
O  0.7643  2.2934  -0.6065
O  0.8015  -0.3012  -1.3806
C  2.1373  -0.8085  -1.3004
C  2.0147  -2.2812  -0.8147
O  -1.3895  0.9953  -1.0939
C  -1.8667  1.9999  -1.9770
C  -1.3899  1.5391  -3.3825
H  2.5626  -1.8055  1.9161
H  2.8523  -0.5770  3.4193
H  -0.3357  0.7963  3.5414
H  0.7893  1.7485  2.3044
H  -3.2986  -1.1649  1.9680
H  -2.8213  0.5623  1.7326
H  -2.2939  -0.4708  3.1584
H  2.5836  -0.8662  -2.3110
H  2.7981  -0.2455  -0.6119
H  1.3905  -2.3581  0.0654
H  1.6172  -2.9360  -1.5727
H  2.9709  -2.7166  -0.6515
H  -2.9858  1.9200  -1.9099
H  -1.6697  3.1007  -1.7132
H  -0.3203  1.5925  -3.4662
H  -1.7641  0.5184  -3.3984
H  -1.7832  2.1390  -4.1849

Calculated values
2S+1: 1
Electronic energy, a.u.: -1033.49150
Net charge: 0
Energy relative to the best compared isomer or geometry (same formula, charge and spin), kJ/mol: 0.0
HOMO energy, eV: -9.3
Frontier orbital gap, eV: 9.796
SMILES string: C=C1C[C@@]1(C(C)=O)P(=O)(OCC)OCC

These are the natural (NBO) partial charges, in e, on atoms 1 to 4:
1. C -0.401
2. C -0.005
3. C -0.476
4. C -0.377



No. 8
This record from the OMol25 dataset describes C11H22N2O3S in the gas phase in a non-equilibrium geometry. The level of theory is ωB97M-V with the def2-TZVPD basis set.

Cartesian coordinates (Å):
C  2.5843  2.4311  0.8349
C  3.4168  1.3251  0.0836
C  2.8150  -0.1178  -0.0868
C  3.6395  -1.2660  0.2272
C  1.8952  -0.3806  -1.3458
N  1.1910  0.7687  -1.4721
C  1.1190  -1.5811  -0.9182
O  1.7136  -2.7243  -1.0676
N  -0.1093  -1.5127  -0.2913
C  -0.8257  -0.2852  0.3974
C  -2.0702  0.2601  -0.0509
C  -3.2965  -0.6851  -0.4554
S  -4.5578  0.1678  -1.4196
C  -5.8039  0.4138  0.0037
C  -1.2635  -0.9629  1.7618
O  -1.4316  -2.1455  2.0345
O  -1.6114  0.1319  2.5939
H  1.5372  2.3948  0.2882
H  2.2515  2.2362  1.8218
H  3.0409  3.4455  0.3511
H  3.4908  1.6105  -1.0735
H  4.4816  1.3326  0.5134
H  1.9568  -0.3859  0.7632
H  4.3588  -1.3493  1.0316
H  3.0731  -2.2060  0.2329
H  4.3334  -1.3065  -0.6199
H  2.4398  -0.7949  -2.2571
H  0.7205  0.6518  -2.3342
H  1.7742  1.4784  -1.8369
H  -0.4908  -2.5153  -0.1213
H  -0.0883  0.4541  0.5811
H  -1.9053  0.8394  -1.0269
H  -2.5028  0.9119  0.6667
H  -3.5762  -1.4787  0.3232
H  -2.7810  -1.2903  -1.2510
H  -6.9790  0.3878  -0.1130
H  -5.7474  -0.5485  0.6173
H  -5.5006  1.3370  0.7622
H  -1.2920  0.9584  1.8518

Calculated values
2S+1: 1
Electronic energy, a.u.: -1165.55057
Net charge: 0
Energy relative to the best compared isomer or geometry (same formula, charge and spin), kJ/mol: 686.6
HOMO energy, eV: -9.1
Frontier orbital gap, eV: 9.420
SMILES string: CC[C@H](C)[C@H](N)C(=O)N[C@@H](CCSC)C(=O)O

These are the natural (NBO) partial charges, in e, on atoms 1 to 4:
1. C -0.634
2. C -0.400
3. C -0.177
4. C -0.649